The following is a DFT calculation (ωB97M-V/def2-TZVPD) of C23H18AuF6N3O3S as an isolated structure at a distorted geometry.

Geometry as XYZ:
```
55
Properties=species:S:1:pos:R:3:mulliken_charge:R:1
Au -4.4599 -0.1563 -0.1151 0.85
F 2.0004 -2.6271 0.1995 -0.33
C 1.7089 -1.3150 0.1963 0.94
C 0.3919 -0.9806 0.0491 -1.02
C -0.0019 0.3604 -0.0068 0.66
C -1.4264 0.6553 -0.1697 1.67
O -2.1954 -0.3125 -0.3305 -1.05
C -1.7283 2.0390 -0.1102 -0.61
C -0.7186 2.9659 -0.0198 -0.14
N 0.5856 2.6789 0.0216 0.23
C 1.5235 3.7765 -0.0218 -0.27
C 2.4465 3.9037 -1.2011 -0.41
C 1.3150 4.8669 -1.0326 -0.95
C 0.9840 1.3616 0.0850 -0.87
C 2.3252 0.9861 0.2415 -0.22
C 2.7301 -0.3453 0.2983 -0.70
N 4.0873 -0.6652 0.4567 0.12
C 4.9876 -0.0632 -0.5275 -0.57
C 6.4409 -0.4520 -0.2301 -0.71
N 6.5583 -0.7659 1.2132 -0.12
C 5.8456 -2.0379 1.4903 -0.92
C 4.4688 -2.0298 0.7969 -0.61
C -3.1712 2.6454 -0.1947 0.57
O -3.1667 3.8425 -0.3603 -0.63
O -4.1588 1.8824 -0.0783 -0.64
H -0.3460 -1.7618 -0.0421 0.53
H -0.9929 4.0134 0.0092 0.73
H 1.8990 4.0618 0.9543 0.38
H 2.3565 3.1806 -1.9963 0.24
H 3.4563 4.2446 -1.0319 0.30
H 0.4858 4.7763 -1.7163 0.34
H 1.5230 5.8860 -0.7473 0.29
H 3.0602 1.7688 0.3325 0.64
H 4.8714 1.0208 -0.4858 0.36
H 4.7356 -0.3881 -1.5467 0.32
H 7.1121 0.3629 -0.5030 0.43
H 6.7375 -1.3433 -0.7874 0.33
H 6.1175 -0.0087 1.7542 0.37
H 7.5408 -0.8370 1.5013 0.35
H 5.7452 -2.1622 2.5681 0.44
H 6.4515 -2.8598 1.1055 0.36
H 3.7460 -2.4437 1.4965 0.46
H 4.4883 -2.6780 -0.0886 0.42
F -10.7311 -3.4334 -0.1415 -0.21
C -9.4407 -3.1878 -0.1318 0.55
C -8.9812 -1.8583 -0.1275 -0.14
F -9.8471 -0.8630 -0.1317 -0.25
C -7.6196 -1.6036 -0.1182 0.71
F -7.1918 -0.3389 -0.1158 -0.19
C -6.6715 -2.6462 -0.1087 0.16
S -4.9638 -2.4296 -0.0899 -0.16
C -7.1570 -3.9765 -0.1101 0.21
F -6.2878 -4.9683 -0.0981 -0.26
C -8.5201 -4.2471 -0.1241 0.26
F -8.9504 -5.4926 -0.1287 -0.23
```

Summary:
HOMO energy (spin up / spin down): -13.541 / -13.539 eV
energy relative to the best compared isomer or geometry (same formula, charge and spin): 1.220 eV
net charge: +2
Kohn-Sham gap (spin up / spin down): 4.106 / 4.102 eV